[1]
C3H8S3 | ωB97M-V/def2-TZVPD

```
! wB97M-V def2-TZVPD RIJCOSX def2/J DEFGRID3
* xyz 0 1
C 1.3850 0.6878 0.6279
C -0.1101 0.5787 0.5445
S -0.9297 -0.2346 2.0099
C -0.5667 0.0502 -0.8062
S -0.2848 -1.8135 -0.6540
S -2.2017 0.6505 -1.3132
H 1.7380 1.4728 1.2933
H 1.9011 -0.1805 1.1582
H 2.0424 0.7745 -0.2455
H -0.3453 1.6992 0.5503
H -0.2564 -1.3205 1.7824
H 0.0508 0.4683 -1.5938
H 0.1355 -2.2060 -1.9664
H -2.5582 -0.6268 -1.3874
*
```

As for the structure (SMILES): C[C@H](S)C(S)S. As for the HOMO energy: -9.2 eV. Its LUMO energy is 0.51 eV.

Results of the Mulliken charge analysis, in e, for atoms 1 through 8: atom 1 (C): -1.195, atom 2 (C): -0.292, atom 3 (S): -0.082, atom 4 (C): -0.250, atom 5 (S): -0.207, atom 6 (S): -0.201, atom 7 (H): 0.363, atom 8 (H): 0.275

***

[2]
C5H9NO | ωB97M-V/def2-TZVPD

```
! wB97M-V def2-TZVPD RIJCOSX def2/J DEFGRID3
* xyz 0 1
C 1.0760 -0.1437 -1.7689
C 0.0671 0.3347 -0.7184
C 0.0997 1.8042 -0.6196
N 0.1655 2.9551 -0.5136
C 0.3207 -0.2764 0.6737
C -0.9072 -0.2091 1.5778
O -1.9756 -0.9935 1.0678
H 0.9677 -1.2219 -1.9195
H 2.1022 0.0558 -1.4457
H 0.9137 0.3569 -2.7270
H -0.9436 0.0467 -1.0330
H 0.6072 -1.3294 0.5487
H 1.1616 0.2408 1.1543
H -1.2650 0.8262 1.6423
H -0.6387 -0.5294 2.5937
H -1.9484 -1.8516 1.5098
*
```

As for the structure (SMILES): C[C@H](C#N)CCO. As for the HOMO energy: -10.8 eV. Its LUMO energy is 0.72 eV.

Results of the Mulliken charge analysis, in e, for atoms 1 through 8: atom 1 (C): -1.487, atom 2 (C): 0.531, atom 3 (C): 0.136, atom 4 (N): -0.476, atom 5 (C): -0.554, atom 6 (C): -0.621, atom 7 (O): -0.517, atom 8 (H): 0.382

***

[3]
C5H10NO | ωB97M-V/def2-TZVPD

```
! wB97M-V def2-TZVPD RIJCOSX def2/J DEFGRID3
* xyz 1 1
C -1.3752 -0.4653 0.4878
C -0.1772 -0.0595 -0.1594
C -2.4888 -1.0021 -0.2354
C 2.0392 1.1735 -0.2799
C 0.6786 1.0001 0.5152
N 1.3407 -1.2020 -0.4068
O 1.4592 -1.9076 0.4674
H -1.1941 -0.4282 1.6002
H -0.1916 0.0206 -1.2006
H -3.3390 -0.1587 -0.2983
H -2.8192 -1.9651 0.0897
H -2.3379 -1.2721 -1.2297
H 2.7249 1.6590 0.2150
H 1.9858 1.5221 -1.2253
H 2.5391 0.2386 -0.5744
H 0.3412 2.0537 0.6406
H 0.8143 0.7930 1.5941
*
```

As for the HOMO energy (alpha / beta): -14.4 / -14.5 eV. Its LUMO energy (alpha / beta) is -6.61 / -6.80 eV.

Results of the Mulliken charge analysis, in e, for atoms 1 through 8: atom 1 (C): 0.114, atom 2 (C): -0.052, atom 3 (C): -1.151, atom 4 (C): -1.417, atom 5 (C): -0.558, atom 6 (N): 0.244, atom 7 (O): -0.054, atom 8 (H): 0.318

***

[4]
C2H6N4S | ωB97M-V/def2-TZVPD

```
! wB97M-V def2-TZVPD RIJCOSX def2/J DEFGRID3
* xyz 0 1
H 0.7448 -1.1420 1.5247
N -0.1352 -1.6452 1.7110
C -1.1567 -1.0975 1.2346
N -1.3368 0.1463 0.6160
S -0.1049 1.2750 0.6554
C 0.9182 0.9307 -0.8421
N 0.6123 -0.2552 -1.4508
N 1.9034 1.6646 -1.2219
H 2.0721 2.3345 -0.4626
H -2.1161 -1.6157 1.2947
H -2.2685 0.5333 0.5551
H -0.3047 -0.6536 -1.3685
H 1.1721 -0.4752 -2.2454
*
```

As for the structure (SMILES): [H]/N=C\NS/C(N)=N\[H]. As for the HOMO energy: -9.2 eV. Its LUMO energy is 0.47 eV.

Results of the Mulliken charge analysis, in e, for atoms 1 through 8: atom 1 (H): 0.254, atom 2 (N): -0.577, atom 3 (C): 0.034, atom 4 (N): -0.323, atom 5 (S): -0.072, atom 6 (C): 0.502, atom 7 (N): -0.393, atom 8 (N): -0.697

***

The calculation returns the following max |F| values, one per record and in order: 4.2, 1.1, 5.4, 1.8 eV Å⁻¹.
The calculation returns the following relative energy (zero: lowest compared OMol25 entry of this formula, charge and spin) values, one per record and in order: 0.8305, 1.0722, 6.8716, 0.6819 eV.